Entry 1:
A cluster of 7 separate species, C25H33F6NO21 in total in a non-equilibrium geometry, computed with ωB97M-V/def2-TZVPD.

XYZ file:
```
86
Properties=species:S:1:pos:R:3
C 5.1397 -0.9503 -0.7180
O 4.8031 0.3491 -1.2276
C 3.8685 0.3085 -2.3166
C 2.7405 1.4215 -1.9825
O 1.6106 0.6957 -1.4353
C 1.1085 1.2879 -0.2216
C -0.5044 1.1943 -0.2658
C -1.0725 0.5015 -1.5800
C -0.9748 -1.0948 -1.4926
N -1.7986 -2.0090 -2.3059
O -0.1493 -1.6053 -0.7073
H 4.5894 -1.8163 -1.1953
H 4.9289 -0.9682 0.4103
H 6.2583 -1.1918 -0.8095
H 3.3018 -0.6642 -2.4326
H 4.2957 0.6007 -3.3269
H 2.3778 1.8709 -2.9760
H 3.1658 2.2098 -1.2915
H 1.4360 0.6544 0.6776
H 1.4139 2.3753 -0.0585
H -0.9878 2.2148 -0.1341
H -0.8289 0.5365 0.6142
H -2.2006 0.7202 -1.5950
H -0.6612 0.9047 -2.5523
H -2.5373 -2.3802 -1.6803
H -1.1720 -2.8144 -2.4892
C -3.9396 -1.5450 3.2417
C -3.6715 -1.3837 1.7801
O -4.3804 -0.2064 1.4492
C -4.3918 0.5445 2.5884
O -4.6607 1.7063 2.6223
O -4.0503 -0.1937 3.6799
F -4.1947 -2.4169 1.0708
H -4.8741 -2.0712 3.4444
H -3.1295 -2.0603 3.7590
H -2.6139 -1.2597 1.5266
C 2.2871 -2.5057 1.6775
C 3.0459 -3.7949 1.6998
O 2.7721 -4.3056 2.9899
C 1.5408 -3.8229 3.3207
O 0.8694 -4.2504 4.2091
O 1.1685 -2.7970 2.5071
F 4.3806 -3.5787 1.5939
H 2.8534 -1.6761 2.1101
H 1.9682 -2.2265 0.6721
H 2.7279 -4.5177 0.9433
C -4.3661 -3.0486 -4.2565
C -4.2045 -3.1854 -5.7379
O -4.1285 -4.5851 -5.9233
C -4.8555 -5.1298 -4.9063
O -5.2375 -6.2585 -4.8854
O -5.0974 -4.2220 -3.9199
F -3.0413 -2.6295 -6.1560
H -3.4109 -3.0516 -3.7256
H -4.9178 -2.1498 -3.9791
H -5.0369 -2.7820 -6.3213
C -5.8451 -5.9033 5.2286
C -4.6662 -5.0282 5.5185
O -4.7865 -3.9977 4.5554
C -6.1249 -3.8877 4.3060
O -6.6347 -2.9550 3.7567
O -6.8115 -4.9670 4.7666
F -3.5049 -5.6880 5.3018
H -5.6426 -6.6349 4.4419
H -6.2013 -6.4300 6.1143
H -4.6629 -4.5943 6.5222
C 2.3032 6.8865 1.0258
C 1.3171 5.7782 1.2240
O 1.9028 4.6976 0.5211
C 3.2463 4.9107 0.5822
O 4.0687 4.0766 0.3377
O 3.5388 6.1834 0.9624
F 0.1289 6.0750 0.6477
H 2.1448 7.4285 0.0893
H 2.2994 7.6006 1.8496
H 1.1607 5.4951 2.2687
C 5.4764 5.8251 -2.3545
C 6.4181 6.9678 -2.1449
O 5.7612 8.0444 -2.7865
C 4.4300 7.7679 -2.6916
O 3.5637 8.5666 -2.8762
O 4.2102 6.4672 -2.3515
F 7.6006 6.7472 -2.7686
H 5.6276 5.3253 -3.3151
H 5.5396 5.0822 -1.5583
H 6.5956 7.2188 -1.0954
```

2S+1: 1
structure (SMILES): O=C1OC[C@@H](F)O1.O=C1OC[C@@H](F)O1.O=C1OC[C@@H](F)O1.O=C1OC[C@@H](F)O1.O=C1OC[C@@H](F)O1.O=C1OC[C@@H](F)O1.COCCOCCCC(N)=O
lowest unoccupied orbital energy: 0.33 eV
electronic energy: -3206.39571 Eh
HOMO-LUMO gap: 9.75 eV
highest occupied orbital energy: -0.346 Eh

***

Entry 2:
An isolated molecule of C3H5NO in a non-equilibrium geometry, computed with ωB97M-V/def2-TZVPD.

XYZ file:
```
10
Properties=species:S:1:pos:R:3
C -0.9398 -0.1211 -0.4001
C -0.3610 0.2732 0.9604
C 0.4855 -0.1765 -0.9673
H -0.8230 1.1571 1.4063
H -0.4105 -0.5496 1.7268
H 1.6668 0.1068 0.7544
H 0.8361 -1.2142 -1.0284
H 0.6724 0.4179 -1.8914
N 0.8958 0.5200 0.2867
O -2.0222 -0.4135 -0.8474
```

2S+1: 1
structure (SMILES): O=C1CNC1
lowest unoccupied orbital energy: 0.80 eV
electronic energy: -247.25642 Eh
HOMO-LUMO gap: 10.46 eV
energy above the lowest of the compared OMol25 structures with the same formula, charge and spin: 1.383 eV
highest occupied orbital energy: -0.355 Eh

***

Entry 3:
A structure of composition C14H17CrN3O in a non-equilibrium geometry, computed with ωB97M-V/def2-TZVPD.

XYZ file:
```
36
Properties=species:S:1:pos:R:3
C 0.9538 -2.0300 1.8760
C 0.9577 -3.1396 0.7131
H 1.6550 -1.2017 1.6986
H 1.4521 -2.5540 2.7019
H -0.0198 -1.7863 2.3272
H 1.2923 -2.8246 -0.3026
H 1.8043 -3.7751 1.0045
H 0.0868 -3.7981 0.7339
C 0.6900 0.9214 2.3669
C 1.1148 2.1515 2.8581
C 1.2924 3.2129 1.9681
C 1.0349 2.9874 0.6202
H 0.4885 0.0936 3.0496
H 1.3007 2.2480 3.9255
H 1.6096 4.1939 2.3148
H 1.0818 3.7905 -0.1108
N 0.5623 0.6583 1.0439
C 0.6751 1.7022 0.1750
C 0.2007 1.4412 -1.1785
N -0.3337 0.2020 -1.3889
C -1.1208 0.0441 -2.4703
C -0.6996 2.2716 -3.2686
C -1.3492 1.0442 -3.4101
H -1.5810 -0.9308 -2.5994
H -2.0185 0.8249 -4.2387
C 0.1042 2.4567 -2.1482
H 0.6424 3.3855 -1.9787
H -0.8236 3.0649 -4.0016
Cr 0.0830 -1.3390 0.1938
C -0.6630 -2.5988 -1.3480
H -0.1807 -2.3739 -2.3122
H -1.7480 -2.4723 -1.4533
H -0.4849 -3.6690 -1.1574
O -3.7062 -0.2135 1.6148
C -2.6856 -0.7299 1.2617
N -1.6677 -1.2582 0.9199
```

<S²>: 6.048
2S+1: 5
lowest unoccupied orbital energy (spin up / spin down): -0.60 / -0.71 eV
electronic energy: -1827.54141 Eh
HOMO-LUMO gap (spin up / spin down): 5.65 / 7.03 eV
energy above the lowest of the compared OMol25 structures with the same formula, charge and spin: 2.404 eV
highest occupied orbital energy (spin up / spin down): -0.230 / -0.284 Eh

***

Entry 4:
A cluster of 2 separate species, C4H11NO in total in a non-equilibrium geometry, computed with ωB97M-V/def2-TZVPD.

XYZ file:
```
17
Properties=species:S:1:pos:R:3
C 1.9748 1.7022 -0.3584
C 1.3005 0.5770 -1.1001
O 0.5275 0.6494 -2.0150
N 1.7335 -0.6881 -0.6633
H 1.2963 2.0795 0.3929
H 2.1930 2.5727 -0.9881
H 1.1376 -1.5066 -0.7191
H 2.5687 -0.7702 -0.1138
H 2.9381 1.3681 0.0261
C -2.0476 -0.4264 0.0059
C -1.8096 -1.1116 1.3617
H -2.2719 0.6371 0.1027
H -1.1644 -0.5168 -0.6123
H -2.9607 -0.7356 -0.5069
H -1.5812 -2.1772 1.2694
H -2.7538 -1.0174 1.9066
H -1.0807 -0.6360 2.0116
```

2S+1: 1
structure (SMILES): CC(N)=O.CC
lowest unoccupied orbital energy: 0.84 eV
electronic energy: -289.00106 Eh
HOMO-LUMO gap: 10.83 eV
energy above the lowest of the compared OMol25 structures with the same formula, charge and spin: 0.434 eV
highest occupied orbital energy: -0.367 Eh

***

Entry 5:
An isolated molecule of C13H18O7S2, computed with ωB97M-V/def2-TZVPD.

XYZ file:
```
40
Properties=species:S:1:pos:R:3
C 5.1062 1.3749 -0.8043
O 3.9121 1.2692 -1.5613
C 2.7255 1.3660 -0.8074
C 2.4140 0.0478 -0.1300
O 2.5070 -1.0678 -1.0591
S 1.6621 -2.3105 -0.5625
O 2.5212 -3.3710 -0.1857
O 0.5696 -2.5307 -1.4421
O 1.1205 -1.5942 0.7848
C 1.0257 -0.1940 0.5229
C -0.1075 0.2342 -0.4220
C -1.5094 -0.3300 -0.2557
C -1.8683 -1.3665 0.6001
C -3.1813 -1.8100 0.6446
C -4.1476 -1.2318 -0.1570
C -3.8155 -0.1909 -1.0186
C -4.8613 0.4435 -1.8998
C -2.4964 0.2390 -1.0539
S 1.0401 0.7644 2.0731
C -0.4555 0.4739 2.9470
O 2.1429 0.2657 2.8500
O 1.0333 2.1437 1.6541
H 5.5242 2.3831 -0.8943
H 4.9494 1.1650 0.2585
H 5.8274 0.6513 -1.1892
H 1.9388 1.6673 -1.4999
H 2.8327 2.1132 -0.0147
H 3.1562 -0.1716 0.6447
H 0.1991 0.0421 -1.4529
H -0.1624 1.3231 -0.3155
H -1.1378 -1.8500 1.2313
H -3.4538 -2.6264 1.3043
H -5.1721 -1.5905 -0.1247
H -4.9346 -0.0690 -2.8610
H -5.8391 0.4024 -1.4136
H -4.6374 1.4974 -2.0806
H -2.2357 1.0542 -1.7259
H -0.4294 -0.4959 3.4372
H -0.4474 1.2817 3.6856
H -1.3154 0.5978 2.2934
```

2S+1: 1
structure (SMILES): COC[C@@H]1OS(=O)(=O)O[C@@]1(Cc1cccc(C)c1)S(C)(=O)=O
lowest unoccupied orbital energy: 0.47 eV
electronic energy: -1829.16711 Eh
HOMO-LUMO gap: 9.87 eV
highest occupied orbital energy: -0.345 Eh

***

Entry 6:
A structure of composition C27H35I2N3O5, computed with ωB97M-V/def2-TZVPD.

XYZ file:
```
72
Properties=species:S:1:pos:R:3
C 2.0454 2.0226 0.3528
C 2.9483 1.7687 -0.8453
O 2.3178 2.0295 -2.0904
C 2.0626 3.3847 -2.3821
C 0.6319 3.8280 -2.0643
O -0.2336 2.7128 -2.1968
C -1.5630 3.0004 -2.4054
C -2.3087 1.6845 -2.4911
C -2.3399 0.9216 -1.1519
C -3.7245 0.9113 -0.5036
O -1.8197 -0.4011 -1.3083
O -2.0027 3.8030 -1.2746
C -3.0950 4.5519 -1.4433
O -3.7912 4.4974 -2.4128
C -3.2953 5.5007 -0.3006
I -3.5243 4.5649 1.5303
C -3.3216 6.8039 -0.5195
C -3.1734 7.4371 -1.8757
I -3.6275 8.1831 1.0030
H 1.1022 1.4797 0.2391
H 1.8183 3.0869 0.4732
H 2.5395 1.6843 1.2696
H 3.8771 2.3550 -0.7698
H 3.2321 0.7124 -0.8853
H 2.2717 3.5151 -3.4498
H 2.7568 4.0333 -1.8245
H 0.3379 4.6167 -2.7754
H 0.5475 4.2390 -1.0514
H -1.7068 3.6150 -3.3058
H -1.7493 1.0870 -3.2193
H -3.3152 1.8499 -2.8847
H -1.6156 1.3792 -0.4706
H -4.3332 1.7615 -0.8253
H -3.6613 0.9352 0.5868
H -4.2572 -0.0070 -0.7794
H -2.4666 -0.9500 -1.7769
H -2.5618 8.3389 -1.8108
H -2.7221 6.7469 -2.5934
H -4.1576 7.7288 -2.2561
N -1.2497 -3.6485 3.1670
C -1.6051 -2.7557 2.2455
C -1.2075 -2.8192 0.9174
C -0.3886 -3.8660 0.5259
C -0.0030 -4.8007 1.4740
C -0.4640 -4.6490 2.7733
H -2.2394 -1.9453 2.5899
H -1.5166 -2.0663 0.2053
H -0.0416 -3.9401 -0.4973
H 0.6462 -5.6267 1.2155
H -0.1877 -5.3632 3.5422
N 2.3155 -4.1483 6.8427
C 1.9775 -4.5329 5.6134
C 2.4362 -5.7038 5.0264
C 3.2846 -6.5226 5.7539
C 3.6388 -6.1363 7.0363
C 3.1296 -4.9444 7.5311
H 1.3130 -3.8681 5.0717
H 2.1375 -5.9615 4.0191
H 3.6636 -7.4433 5.3290
H 4.2981 -6.7415 7.6437
H 3.3886 -4.6111 8.5303
N 2.1900 -3.0590 -2.0870
C 2.2509 -3.4597 -3.3556
C 1.8296 -2.6831 -4.4242
C 1.3146 -1.4224 -4.1628
C 1.2378 -0.9910 -2.8488
C 1.6901 -1.8469 -1.8525
H 2.6595 -4.4504 -3.5241
H 1.9076 -3.0605 -5.4350
H 0.9797 -0.7848 -4.9716
H 0.8473 -0.0145 -2.5945
H 1.6451 -1.5458 -0.8105
```

2S+1: 1
lowest unoccupied orbital energy: -0.15 eV
electronic energy: -2185.62929 Eh
HOMO-LUMO gap: 9.08 eV
highest occupied orbital energy: -0.339 Eh

***

Entry 7:
A structure of composition C4H9N3O in a non-equilibrium geometry, computed with ωB97M-V/def2-TZVPD.

XYZ file:
```
17
Properties=species:S:1:pos:R:3
C 0.9645 -1.2118 -0.6873
C 0.1166 -0.6340 0.4135
N 0.4757 -0.9307 1.6993
O -1.2234 -0.7390 0.1809
H 1.1956 -1.6167 1.8644
H -0.1457 -0.6172 2.4305
H 0.6960 -2.2621 -0.8148
H 2.0183 -1.1432 -0.4264
H 0.7537 -0.6782 -1.6110
C -1.6585 0.6243 -0.2690
C 0.3013 1.2632 0.1372
N -2.2767 0.7706 -1.3636
N 1.0892 1.6833 -0.7499
H -2.1253 0.0442 -2.0549
H 1.6331 2.5022 -0.4759
H -1.9779 1.1709 0.6189
H 0.1636 1.7743 1.1080
```

2S+1: 1
lowest unoccupied orbital energy: 0.06 eV
electronic energy: -397.19189 Eh
HOMO-LUMO gap: 8.43 eV
energy above the lowest of the compared OMol25 structures with the same formula, charge and spin: 4.320 eV
highest occupied orbital energy: -0.308 Eh

***

Entry 8:
A cluster of 2 separate species, C4H6O2 in total in a non-equilibrium geometry, computed with ωB97M-V/def2-TZVPD.

XYZ file:
```
12
Properties=species:S:1:pos:R:3
C -3.7188 -0.6651 -0.1190
C -4.4439 0.3083 0.0933
C 1.4813 -0.1138 -0.1129
C 3.0292 -0.1845 0.0845
H -3.0681 -1.4395 -0.1234
H -5.0303 1.2482 -0.0484
H -0.1267 1.0765 0.0309
H 3.3403 -1.2437 0.1646
H 3.7483 0.3889 -0.6577
H 3.0908 0.5401 1.0038
O 0.8173 -1.0794 -0.1237
O 0.8805 1.1641 -0.1919
```

2S+1: 1
structure (SMILES): CC(=O)O.C#C
lowest unoccupied orbital energy: 0.69 eV
electronic energy: -306.39273 Eh
HOMO-LUMO gap: 11.27 eV
energy above the lowest of the compared OMol25 structures with the same formula, charge and spin: 3.090 eV
highest occupied orbital energy: -0.389 Eh